Entry 1:
{
  "formula": "C5H22NO8",
  "method": "ωB97M-V with the def2-TZVPD basis set",
  "total_charge": 1,
  "de_lowest_kj_mol": 222.7,
  "homo_lumo_gap_ev": 10.8,
  "species": ["O", "C", "O", "C", "C", "C", "C", "N", "H", "H", "H", "H", "H", "H", "H", "H", "H", "H", "H", "H", "O", "H", "H", "O", "H", "H", "O", "H", "H", "O", "H", "H", "O", "H", "H", "O"],
  "coordinates": [[-1.5137, -0.6872, 0.2511], [-1.3975, -0.7801, 1.4610], [-2.4712, -0.4926, 2.2039], [-0.2771, -1.2514, 2.3098], [0.4391, -2.2430, 1.3397], [1.2204, -1.3459, 0.3819], [2.3405, -0.7467, 0.7175], [0.7126, -1.2719, -1.0250], [-3.1976, -0.0754, 1.6734], [-0.5194, -1.6944, 3.2733], [0.2739, -0.4621, 2.7405], [-0.2081, -3.0903, 0.8687], [1.2540, -2.8502, 1.8523], [2.8637, 0.0221, 0.0997], [2.8771, -1.0572, 1.6712], [0.4310, -2.2160, -1.3832], [1.3261, -0.7971, -1.6300], [-0.1134, -0.6967, -0.9755], [-2.4520, -2.7059, -1.7176], [-1.7984, -2.8709, -2.8364], [-1.5584, -2.5632, -2.0278], [-1.4316, 0.2327, -2.9686], [-1.9380, 0.8438, -1.7016], [-1.4114, 1.0598, -2.4877], [2.9770, 3.3221, 1.0668], [1.5055, 3.7360, 1.3083], [2.1718, 3.4925, 0.6297], [1.8276, 0.3229, -3.9407], [3.0477, 0.6768, -3.1507], [2.2494, 0.1789, -3.1419], [-0.9113, 2.2976, 2.3276], [-0.1481, 2.2949, 0.9906], [-0.1656, 1.8239, 1.8832], [0.4765, 3.0941, -0.9428], [-1.0061, 2.9475, -1.1964], [-0.3105, 2.9169, -0.4997]],
  "forces_ev_per_angstrom": [[0.933, -0.122, 0.190], [-2.847, 1.212, 0.737], [-0.653, 0.602, 0.327], [-0.197, -2.582, -0.906], [1.864, -1.174, 0.466], [0.035, -1.557, -0.915], [1.730, 0.375, 0.541], [-0.535, -0.989, 1.671], [0.978, -0.612, 0.289], [-1.173, -0.663, -0.373], [1.230, 1.345, -0.728], [0.725, 2.019, 0.662], [-1.059, 0.844, -0.216], [-0.529, -0.958, 0.371], [-1.109, 0.832, -1.118], [0.205, 1.094, 0.348], [1.619, 0.627, -1.337], [-1.163, 0.076, -0.032], [-0.386, 0.417, 1.758], [0.220, -1.519, -4.812], [0.172, 1.033, 2.873], [-0.062, -0.194, -0.429], [0.150, 0.131, -0.067], [-0.155, -0.171, 0.556], [1.340, -0.196, 0.971], [0.835, -0.332, -0.473], [-2.068, 0.505, -0.553], [-1.254, 0.534, -2.535], [0.976, 0.609, -0.060], [0.213, -1.210, 2.718], [0.930, -0.663, -0.294], [-0.047, -0.915, 1.027], [-1.046, 1.308, -0.296], [2.412, 0.542, -1.050], [0.724, -0.119, 0.792], [-3.007, -0.126, -0.104]],
  "nbo_charge": [-0.6883, 0.8585, -0.6627, -0.5412, -0.4646, 0.1410, -0.3723, -0.7239, 0.5015, 0.2664, 0.2939, 0.2475, 0.2521, 0.2300, 0.2383, 0.4571, 0.4545, 0.4749, 0.4858, 0.4696, -0.9465, 0.4733, 0.4821, -0.9506, 0.4764, 0.4891, -0.9640, 0.4833, 0.4919, -0.9604, 0.4688, 0.5024, -1.0059, 0.4968, 0.5014, -0.9563]
}

---

Entry 2:
{
  "formula": "C31H30N3OP2PdS2",
  "method": "ωB97M-V with the def2-TZVPD basis set",
  "multiplicity": 2,
  "total_charge": -2,
  "homo_lumo_gap_ev": [3.5, 6.1],
  "species": ["Pd", "O", "N", "C", "C", "C", "C", "C", "S", "H", "H", "H", "H", "N", "C", "N", "S", "H", "H", "H", "H", "C", "P", "C", "C", "C", "C", "C", "C", "C", "C", "C", "C", "C", "C", "P", "C", "C", "C", "C", "C", "C", "C", "C", "C", "C", "C", "C", "H", "H", "H", "H", "H", "H", "H", "H", "H", "H", "H", "H", "H", "H", "H", "H", "H", "H", "H", "H", "H", "H"],
  "coordinates": [[-0.9098, -0.5571, 0.0426], [1.5714, 0.9061, -0.5953], [1.9361, 1.4582, 0.5096], [3.2631, 1.5949, 0.7600], [3.7553, 2.2107, 1.8814], [2.8458, 2.7019, 2.8177], [1.5023, 2.5275, 2.5814], [0.9989, 1.8827, 1.4328], [-0.6744, 1.6702, 1.1629], [3.8763, 1.1701, -0.0199], [4.8256, 2.2879, 2.0159], [3.1837, 3.2004, 3.7184], [0.7625, 2.8776, 3.2876], [-3.1630, -2.4395, -0.3835], [-3.0096, -1.2593, 0.3701], [-2.9815, -1.5040, 1.7544], [-3.5413, 0.2065, -0.2579], [-2.5203, -3.1639, -0.0937], [-3.0484, -2.2354, -1.3663], [-2.2818, -2.2000, 1.9945], [-2.7660, -0.6416, 2.2386], [-0.1428, -4.2420, -0.1342], [0.3369, -2.4656, -0.2149], [2.0214, -2.4780, 0.4765], [3.0193, -3.3346, 0.0124], [4.2679, -3.3374, 0.6090], [4.5322, -2.4781, 1.6712], [3.5457, -1.6238, 2.1360], [2.2888, -1.6256, 1.5392], [0.7071, -2.3230, -2.0166], [-0.0777, -2.9882, -2.9619], [0.1343, -2.8133, -4.3223], [1.1393, -1.9674, -4.7676], [1.9224, -1.2976, -3.8372], [1.7120, -1.4708, -2.4772], [-0.1042, -4.9139, 1.6240], [-1.3911, -6.2278, 1.3663], [-1.1238, -7.5651, 1.6662], [-2.1156, -8.5325, 1.5704], [-3.4038, -8.1870, 1.1820], [-3.6893, -6.8587, 0.8953], [-2.6952, -5.8952, 0.9897], [1.4263, -5.7927, 1.7067], [1.9244, -6.6755, 0.6722], [3.1866, -7.2203, 0.7474], [4.0514, -6.9505, 1.8232], [3.5777, -6.0726, 2.8482], [2.3261, -5.5199, 2.7832], [0.5212, -4.8340, -0.7719], [-1.1500, -4.3449, -0.5423], [2.8166, -4.0257, -0.7979], [5.0201, -4.0401, 0.2727], [5.5049, -2.4959, 2.1497], [3.7456, -0.9515, 2.9617], [1.5045, -0.9552, 1.8770], [-0.8668, -3.6570, -2.6392], [-0.4911, -3.3412, -5.0336], [1.3049, -1.8243, -5.8294], [2.6994, -0.6183, -4.1690], [2.2943, -0.9064, -1.7630], [-0.1187, -7.8337, 1.9688], [-1.8789, -9.5665, 1.7967], [-4.1779, -8.9422, 1.1090], [-4.6923, -6.5674, 0.6043], [-2.9517, -4.8607, 0.7829], [1.2925, -6.9287, -0.1752], [3.5164, -7.8785, -0.0531], [5.0457, -7.3787, 1.8629], [4.2223, -5.8163, 3.6840], [2.0047, -4.8335, 3.5623]],
  "forces_ev_per_angstrom": [[-0.412, -0.268, 0.124], [0.073, -0.061, -0.087], [0.043, 0.038, 0.080], [-0.025, -0.020, -0.091], [0.023, -0.002, -0.003], [-0.080, 0.002, 0.006], [0.111, -0.046, 0.048], [-0.149, 0.158, 0.197], [0.224, 0.246, 0.015], [0.030, 0.003, -0.002], [-0.004, -0.005, -0.004], [0.008, -0.004, -0.006], [-0.008, -0.012, 0.006], [-0.339, -0.048, 0.047], [0.487, -0.646, 0.124], [-0.095, 0.089, -0.021], [0.166, 0.266, -0.178], [-0.021, 0.138, -0.033], [0.045, 0.000, 0.006], [-0.005, -0.040, 0.027], [0.014, 0.003, 0.009], [0.064, -0.009, 0.054], [-0.305, 0.681, -0.635], [-0.010, -0.143, 0.153], [0.023, -0.017, 0.085], [0.008, -0.017, 0.019], [0.002, -0.028, -0.013], [-0.044, 0.030, -0.017], [0.106, 0.023, -0.024], [0.003, -0.193, -0.061], [0.059, -0.001, 0.019], [-0.013, -0.013, -0.007], [-0.009, 0.002, -0.022], [0.026, 0.031, 0.044], [-0.065, -0.015, -0.041], [0.170, -0.071, -0.029], [-0.062, -0.122, -0.009], [-0.003, 0.062, -0.024], [-0.023, -0.024, -0.004], [0.045, 0.007, 0.015], [-0.039, 0.026, -0.019], [0.063, 0.002, 0.026], [-0.046, 0.119, 0.128], [-0.082, -0.007, -0.097], [0.063, 0.053, 0.132], [-0.062, -0.016, -0.090], [-0.050, 0.043, 0.023], [0.047, -0.053, -0.037], [-0.014, -0.055, 0.054], [0.060, -0.026, -0.030], [-0.032, 0.014, 0.006], [0.007, 0.009, 0.009], [-0.001, 0.002, -0.006], [0.008, 0.013, 0.004], [0.005, -0.027, 0.026], [-0.002, 0.006, 0.013], [0.006, 0.003, -0.003], [0.001, -0.005, 0.003], [0.000, -0.006, -0.007], [0.027, 0.029, 0.032], [0.012, -0.005, 0.005], [0.006, 0.002, 0.003], [0.001, -0.001, -0.001], [0.008, 0.009, 0.000], [-0.057, -0.101, 0.050], [-0.002, 0.020, 0.025], [0.013, -0.002, 0.007], [-0.008, 0.005, 0.001], [0.003, -0.014, -0.014], [0.008, -0.009, -0.011]],
  "mulliken_spin": [0.0025, 0.0001, -0.0006, -0.0001, -0.0006, 0.0002, 0.0001, -0.0001, 0.0001, 0.0002, -0.0001, 0.0000, 0.0000, 0.0001, 0.0007, 0.0002, 0.0000, -0.0006, 0.0002, 0.0001, 0.0001, 0.0412, -0.0100, -0.0419, 0.0147, -0.0282, 0.0009, 0.0017, 0.0205, -0.0035, 0.0052, 0.0016, 0.0001, -0.0005, 0.0016, 0.0456, 0.0286, -0.0326, -0.0057, -0.0030, 0.0052, -0.0006, 0.2245, 0.2505, -0.1371, 0.4037, -0.0119, 0.0041, -0.0089, -0.0027, 0.0265, 0.0272, 0.0024, 0.0000, 0.0011, -0.0061, 0.0001, -0.0001, 0.0003, -0.0007, 0.0302, -0.0003, 0.0008, -0.0010, 0.0004, 0.0706, -0.0087, 0.0704, 0.0128, 0.0082]
}

---

Entry 3:
{
  "formula": "C20H34IInN2OP",
  "method": "ωB97M-V with the def2-TZVPD basis set",
  "total_charge": 1,
  "homo_lumo_gap_ev": 1.3,
  "species": ["C", "C", "C", "C", "C", "C", "C", "C", "In", "I", "P", "O", "H", "H", "H", "H", "H", "H", "H", "H", "H", "H", "H", "H", "H", "H", "H", "H", "H", "H", "H", "H", "C", "N", "C", "C", "C", "C", "C", "C", "C", "C", "N", "C", "C", "C", "H", "H", "H", "H", "H", "H", "H", "H", "H", "H", "H", "H", "H", "H"],
  "coordinates": [[-2.0966, -2.4705, 1.4040], [-1.1123, -2.0478, 0.2985], [0.2246, -2.8394, 0.3317], [1.4075, -1.9250, 0.6492], [2.6585, -2.6241, 1.1778], [2.3331, -3.3779, 2.4777], [2.8208, -2.7096, 3.7774], [1.6940, -2.7641, 4.8209], [0.7690, -4.7550, 5.1412], [-1.4581, -4.4578, 6.8527], [-0.1554, -5.8213, 3.0057], [-1.5619, -5.3706, 2.6670], [-2.6332, -1.6103, 1.8019], [-2.8388, -3.1444, 0.9887], [-1.6168, -2.9825, 2.2334], [-1.6044, -2.2243, -0.6586], [-0.8852, -0.9790, 0.3853], [0.3608, -3.2598, -0.6655], [0.1067, -3.6558, 1.0326], [1.6719, -1.4229, -0.2980], [1.1289, -1.1283, 1.3423], [3.4210, -1.8724, 1.3888], [3.0890, -3.2955, 0.4347], [1.2570, -3.4381, 2.5532], [2.7707, -4.3720, 2.4319], [3.7279, -3.1790, 4.1532], [3.0684, -1.6632, 3.5638], [0.9165, -2.0925, 4.4460], [2.0411, -2.3292, 5.7570], [1.8485, -5.9057, 5.9571], [0.6522, -5.5591, 1.8583], [-0.0735, -7.2400, 3.1061], [1.3310, -0.7876, -3.3388], [0.6788, 0.5329, -3.1887], [0.2214, 0.8469, -1.9658], [-0.3738, 2.0634, -1.7304], [-0.4977, 2.9815, -2.7670], [-0.0285, 2.6202, -4.0286], [0.5553, 1.3859, -4.2145], [-1.0979, 4.3174, -2.5313], [-0.3829, 5.4788, -2.8084], [-0.9701, 6.7087, -2.6124], [-2.2294, 6.8030, -2.1595], [-2.9366, 5.6996, -1.8661], [-2.3946, 4.4484, -2.0397], [-2.8685, 8.1307, -1.9892], [0.6112, -1.5296, -3.0009], [2.2084, -0.7795, -2.6965], [1.6122, -0.9759, -4.3691], [0.3495, 0.1023, -1.1859], [-0.7195, 2.2875, -0.7303], [-0.1187, 3.2870, -4.8748], [0.9316, 1.0667, -5.1752], [0.6353, 5.4389, -3.1702], [-0.4472, 7.6312, -2.8170], [-3.9430, 5.8466, -1.5000], [-2.9983, 3.5820, -1.8059], [-3.1950, 8.2295, -0.9574], [-3.7155, 8.1928, -2.6675], [-2.1496, 8.9075, -2.2249]],
  "forces_ev_per_angstrom": [[-0.091, 0.464, -0.166], [0.136, -0.526, 0.299], [-0.645, 0.789, -0.414], [0.377, -0.161, -0.469], [-0.018, -0.009, 0.326], [0.946, 0.457, 0.049], [-0.616, 0.041, -0.047], [0.070, 0.117, -0.243], [0.521, -0.026, 0.808], [0.300, 0.033, -0.366], [-1.062, 0.335, 0.070], [0.158, -0.001, -0.105], [-0.078, 0.084, 0.032], [-0.011, -0.248, 0.151], [0.033, -0.092, 0.000], [-0.030, 0.240, -0.205], [-0.050, 0.147, -0.049], [0.287, -0.350, 0.034], [0.112, -0.153, 0.012], [0.058, 0.223, 0.019], [-0.171, -0.080, 0.221], [0.107, 0.060, -0.081], [-0.145, -0.063, -0.182], [-0.156, -0.324, 0.069], [-0.342, -0.275, -0.033], [0.120, -0.091, -0.040], [0.124, 0.088, 0.018], [-0.235, 0.012, 0.108], [-0.084, -0.140, 0.232], [-0.193, 0.163, -0.225], [0.372, -0.486, 0.128], [0.246, 0.035, -0.213], [-0.075, -0.070, 0.166], [-0.020, 0.018, -0.004], [-0.019, -0.041, 0.101], [-0.131, 0.126, 0.104], [0.172, -0.225, -0.067], [0.002, 0.138, 0.000], [-0.051, 0.093, 0.060], [-0.105, 0.203, -0.049], [0.062, -0.064, -0.072], [0.018, -0.086, -0.013], [0.056, 0.133, -0.004], [0.008, -0.082, -0.008], [-0.035, -0.137, 0.060], [-0.021, -0.078, 0.024], [0.153, -0.155, 0.010], [0.023, -0.194, -0.030], [-0.057, 0.160, -0.047], [0.001, -0.033, -0.028], [0.008, -0.030, 0.016], [0.011, -0.008, -0.008], [0.027, -0.070, 0.022], [0.000, 0.010, -0.005], [-0.051, 0.042, 0.017], [-0.001, 0.047, -0.002], [-0.002, -0.001, 0.004], [-0.021, 0.024, -0.005], [-0.020, 0.032, 0.023], [0.028, -0.015, 0.000]],
  "mulliken_charge": [-1.2285, -0.1130, 0.4684, -0.0859, -1.2427, 0.4177, -0.7155, -1.2745, 0.6091, -0.4687, 0.2166, -0.6325, 0.3098, 0.3225, 0.2863, 0.2711, -0.0585, 0.3241, -0.3738, -0.3222, 0.3552, 0.4775, 0.4188, -0.5797, 0.4530, 0.3397, 0.3142, 0.3140, 0.4977, -0.3129, -0.0193, 0.0638, -0.7628, 0.0329, -0.0527, -0.6313, 0.6897, -0.6601, -0.2585, 0.6467, -0.7182, -0.0856, -0.0144, -0.3555, -0.5940, -0.8696, 0.3119, 0.3509, 0.3461, 0.1460, 0.5351, 0.5392, 0.4085, 0.5098, 0.3981, 0.4908, 0.5323, 0.3806, 0.3776, 0.2745]
}

---

Entry 4:
{
  "formula": "C4H9ClOSi",
  "method": "ωB97M-V with the def2-TZVPD basis set",
  "total_charge": 0,
  "de_lowest_kj_mol": 0.0,
  "homo_lumo_gap_ev": 11.4,
  "species": ["C", "C", "C", "C", "O", "Si", "Cl", "H", "H", "H", "H", "H", "H", "H", "H", "H"],
  "coordinates": [[-0.2390, 3.9728, 0.2568], [-0.6681, -2.1880, -0.2285], [0.5634, 0.3809, -1.5176], [0.4225, 0.0492, 1.6418], [0.6766, 3.3163, 0.1971], [-0.4184, -0.3104, -0.0323], [-2.2595, 0.5854, -0.0021], [-1.2954, -2.5868, 0.5639], [-1.1436, -2.4310, -1.1739], [0.2811, -2.7139, -0.1923], [0.6382, -0.3579, -2.3095], [0.0839, 1.2597, -1.9396], [1.5739, 0.6633, -1.2375], [1.1299, -0.7339, 1.8982], [0.9653, 0.9895, 1.6350], [-0.3109, 0.1049, 2.4404]],
  "forces_ev_per_angstrom": [[0.298, -0.218, -0.021], [-0.062, 0.745, 0.096], [-0.381, -0.197, 0.520], [-0.319, -0.030, -0.640], [-0.317, 0.228, 0.020], [1.225, -0.690, 0.046], [-0.506, 0.251, -0.026], [-0.094, 0.005, 0.163], [-0.087, 0.045, -0.184], [0.249, -0.006, 0.012], [-0.042, -0.187, -0.101], [-0.103, 0.112, 0.029], [0.152, 0.017, 0.139], [0.126, -0.188, -0.043], [0.044, 0.167, -0.091], [-0.184, -0.052, 0.082]],
  "nbo_charge": [0.5147, -1.1058, -1.1104, -1.1094, -0.5130, 1.5472, -0.3952, 0.2415, 0.2405, 0.2370, 0.2398, 0.2465, 0.2417, 0.2380, 0.2418, 0.2450]
}